No. 1
14
Properties=species:S:1:pos:R:3 method="wB97M-V/def2-TZVPD" energy_ha=-839.8385 relative_energy_kcal_mol=29.5
C 0.37272 1.09678 -0.37365
C -0.95409 -0.76602 0.01869
C 1.27346 2.15811 -0.82955
C -1.11740 -1.78431 1.09810
P -1.05852 1.01548 0.48188
P 0.82905 -0.59027 -0.53422
H -1.55397 -0.98090 -0.89460
H 0.92466 3.09049 -1.26963
H 1.88102 1.57836 -1.61533
H 2.00621 2.31835 0.01593
H -2.04047 -1.63923 1.63333
H -0.35854 -1.89847 1.89999
H -1.24776 -2.75180 0.65970
H 0.67148 -0.74715 -2.00921

---

No. 2
14
Properties=species:S:1:pos:R:3 method="wB97M-V/def2-TZVPD" energy_ha=-839.7784 relative_energy_kcal_mol=67.2
C 3.34905 -0.87435 0.89732
P 1.50782 -1.24599 1.02245
C 0.78926 0.06393 0.33136
C -1.02399 0.16865 0.03073
P -1.47731 1.18514 -1.12889
C -3.25569 0.75597 -1.13151
H 3.90380 -1.36447 1.65586
H 3.78098 -1.11692 -0.11209
H 3.58547 0.15450 0.95999
H 1.22111 0.94797 -0.13822
H -1.53264 -0.49707 0.76114
H -3.58761 0.37775 -2.00487
H -3.33343 -0.09396 -0.28997
H -3.92681 1.53884 -0.85330

---

No. 3
14
Properties=species:S:1:pos:R:3 method="wB97M-V/def2-TZVPD" energy_ha=-839.5898 relative_energy_kcal_mol=98.7 s2=2.007 multiplicity=3
C -0.40677 1.70139 0.80152
C 1.04670 1.16861 0.89331
C 0.33385 -1.73640 -0.72145
C -0.27483 -0.38842 -0.92474
P -0.85894 -1.30690 0.53979
P 0.44855 1.28144 -0.82040
H -1.23293 1.09403 1.26262
H -0.39573 2.86024 0.93632
H 1.73978 2.01401 1.10692
H 1.12996 0.04006 1.26723
H 0.27144 -2.48588 -1.53991
H 1.37350 -1.70783 -0.46037
H -1.09299 -0.65424 -2.35302
H -2.08158 -1.88011 0.01218

---

No. 4
13
Properties=species:S:1:pos:R:3 method="wB97M-V/def2-TZVPD" energy_ha=-446.5688 relative_energy_kcal_mol=54.9
C 0.07133 0.79857 -2.28533
C -0.64143 1.04448 -1.17383
Si -0.72520 0.41181 0.58195
C 0.20887 -1.49507 0.92196
C 0.81337 -0.20123 1.51801
H -0.08042 1.29896 -3.19796
H 0.70830 -0.03145 -2.31428
H -1.44227 1.76093 -1.07396
H -1.94718 0.56532 1.58808
H 0.62402 -2.03779 -0.01772
H -0.19176 -2.02633 1.77840
H 0.75938 -0.00003 2.51793
H 1.84299 -0.08817 1.15676

---

Repeat the fourth record exactly.
13
Properties=species:S:1:pos:R:3 method="wB97M-V/def2-TZVPD" energy_ha=-446.5688 relative_energy_kcal_mol=54.9
C 0.07133 0.79857 -2.28533
C -0.64143 1.04448 -1.17383
Si -0.72520 0.41181 0.58195
C 0.20887 -1.49507 0.92196
C 0.81337 -0.20123 1.51801
H -0.08042 1.29896 -3.19796
H 0.70830 -0.03145 -2.31428
H -1.44227 1.76093 -1.07396
H -1.94718 0.56532 1.58808
H 0.62402 -2.03779 -0.01772
H -0.19176 -2.02633 1.77840
H 0.75938 -0.00003 2.51793
H 1.84299 -0.08817 1.15676